No. 1
The molecule C3H5BrS, computed with ωB97M-V with the def2-TZVPD basis set.

Output
molar mass = 153.0 g mol⁻¹
frontier orbital gap (spin up / spin down) = 7.66 / 7.66 eV
F_max = 5.29 eV/Å
total charge = 0
LUMO level (spin up / spin down) = -1.298 / -1.302 eV
energy relative to the best compared isomer or geometry (same formula, charge and spin) = 229.00 kJ/mol

Last column: natural (NBO) charge in e.
Positions of all 10 atoms, in Å:
Br (0.62, 1.49, 2.16)  -0.035
S (2.07, -0.28, -0.15)  -0.054
C (-0.18, -0.38, -1.31)  -0.109
C (0.56, -0.04, 0.94)  -0.346
C (-0.64, 0.25, 0.05)  -0.519
H (0.34, -0.84, 1.62)  0.213
H (-0.95, 1.33, -0.16)  0.244
H (-1.51, -0.31, 0.51)  0.227
H (0.07, 0.20, -2.08)  0.181
H (-0.38, -1.40, -1.57)  0.198

***

No. 2
A cluster of 2 separate species, C9H13P in total, computed with ωB97M-V with the def2-TZVPD basis set.

Output
molar mass = 152.2 g mol⁻¹
frontier orbital gap = 9.49 eV
F_max = 4.57 eV/Å
total charge = 0
LUMO level = 1.024 eV
energy relative to the best compared isomer or geometry (same formula, charge and spin) = 25.16 kJ/mol

Last column: natural (NBO) charge in e.
Positions of all 23 atoms, in Å:
P (-0.03, 2.27, 1.22)  0.552
C (0.82, -3.12, -0.21)  -0.228
C (0.51, 2.07, -1.56)  -0.643
C (1.79, -2.14, -0.08)  -0.217
C (0.12, -0.50, -0.43)  0.055
C (-0.33, 1.55, -0.43)  -0.445
C (-0.86, -1.44, -0.56)  -0.291
C (-1.63, 1.77, 2.01)  -0.912
C (-0.49, -2.78, -0.45)  -0.197
C (1.44, -0.81, -0.18)  -0.233
H (1.57, 1.99, -1.33)  0.206
H (-1.59, 2.00, 3.07)  0.233
H (-1.39, 1.53, -0.68)  0.213
H (-1.83, 0.71, 1.87)  0.226
H (-1.25, -3.55, -0.54)  0.212
H (0.32, 1.50, -2.47)  0.219
H (0.29, 3.12, -1.76)  0.214
H (2.18, -0.03, -0.06)  0.208
H (-1.89, -1.16, -0.74)  0.218
H (0.74, 1.23, 1.74)  -0.037
H (-2.43, 2.36, 1.56)  0.225
H (1.10, -4.16, -0.12)  0.213
H (2.82, -2.42, 0.12)  0.212

***

No. 3
The molecule C8H9NO3, computed with ωB97M-V with the def2-TZVPD basis set.

Output
molar mass = 167.2 g mol⁻¹
frontier orbital gap = 8.83 eV
F_max = 3.74 eV/Å
total charge = 0
LUMO level = 0.492 eV
energy relative to the best compared isomer or geometry (same formula, charge and spin) = 223.85 kJ/mol

Last column: natural (NBO) charge in e.
Positions of all 21 atoms, in Å:
O (4.10, -0.95, 0.46)  -0.652
O (2.92, 0.77, 1.56)  -0.541
O (1.42, 0.91, -1.01)  -0.469
N (-3.86, -0.46, 0.38)  -0.811
C (-1.56, -1.15, 0.03)  -0.211
C (0.19, 0.48, -0.57)  0.256
C (3.14, 0.03, 0.60)  0.749
C (-2.07, 1.10, 0.35)  -0.240
C (-0.72, 1.43, 0.05)  -0.201
C (-0.23, -0.83, -0.42)  -0.280
C (2.50, 0.16, -0.79)  -0.179
C (-2.52, -0.16, 0.28)  0.123
H (2.44, -0.86, -1.12)  0.177
H (-0.46, 2.49, 0.12)  0.222
H (0.45, -1.72, -0.27)  0.223
H (-2.81, 1.88, 0.39)  0.208
H (3.39, 0.54, -1.30)  0.203
H (-1.75, -2.23, 0.15)  0.214
H (-4.18, -0.93, 1.20)  0.375
H (4.11, -0.90, -0.50)  0.469
H (-4.50, 0.39, 0.39)  0.364

***

No. 4
The molecule C6H9N, computed with ωB97M-V with the def2-TZVPD basis set.

Output
molar mass = 95.1 g mol⁻¹
frontier orbital gap = 8.77 eV
F_max = 1.89 eV/Å
total charge = 0
LUMO level = 1.040 eV
energy relative to the best compared isomer or geometry (same formula, charge and spin) = 62.77 kJ/mol

Last column: natural (NBO) charge in e.
Positions of all 16 atoms, in Å:
N (-0.71, -0.44, 1.09)  -0.509
C (0.75, 0.32, -0.35)  -0.290
C (0.93, 1.29, 2.01)  -0.639
C (-0.22, -0.37, -1.09)  -0.091
C (0.48, 0.27, 1.01)  0.116
C (-0.17, -0.43, -2.60)  -0.623
C (-1.11, -0.84, -0.15)  -0.091
H (2.01, 1.35, 1.89)  0.225
H (-1.17, -0.84, 1.90)  0.407
H (-0.72, 0.43, -2.99)  0.213
H (0.85, -0.36, -2.97)  0.219
H (-0.66, -1.34, -2.96)  0.215
H (-2.08, -1.24, -0.41)  0.207
H (0.60, 2.27, 1.66)  0.221
H (0.63, 1.05, 3.02)  0.217
H (1.49, 1.02, -0.73)  0.204

***

No. 5
A cluster of 2 separate species, C2H2INO in total, computed with ωB97M-V with the def2-TZVPD basis set.

Output
molar mass = 182.9 g mol⁻¹
frontier orbital gap (spin up / spin down) = 5.83 / 5.84 eV
F_max = 4.43 eV/Å
total charge = 0
LUMO level (spin up / spin down) = -2.592 / -2.584 eV
energy relative to the best compared isomer or geometry (same formula, charge and spin) = 175.60 kJ/mol

Last column: natural (NBO) charge in e.
Positions of all 7 atoms, in Å:
I (-2.61, 0.98, 0.09)  -0.574
O (-0.69, -2.14, 0.15)  -0.285
N (1.18, 0.31, -0.90)  -0.490
C (0.50, 0.08, 0.19)  -0.154
C (-0.19, -1.12, 0.24)  0.858
H (0.24, 0.64, 1.15)  0.275
H (1.57, 1.25, -0.92)  0.369

***

Repeat the fourth record exactly.
The molecule C6H9N, computed with ωB97M-V with the def2-TZVPD basis set.

Output
molar mass = 95.1 g mol⁻¹
frontier orbital gap = 8.77 eV
F_max = 1.89 eV/Å
total charge = 0
LUMO level = 1.040 eV
energy relative to the best compared isomer or geometry (same formula, charge and spin) = 62.77 kJ/mol

Last column: natural (NBO) charge in e.
Positions of all 16 atoms, in Å:
N (-0.71, -0.44, 1.09)  -0.509
C (0.75, 0.32, -0.35)  -0.290
C (0.93, 1.29, 2.01)  -0.639
C (-0.22, -0.37, -1.09)  -0.091
C (0.48, 0.27, 1.01)  0.116
C (-0.17, -0.43, -2.60)  -0.623
C (-1.11, -0.84, -0.15)  -0.091
H (2.01, 1.35, 1.89)  0.225
H (-1.17, -0.84, 1.90)  0.407
H (-0.72, 0.43, -2.99)  0.213
H (0.85, -0.36, -2.97)  0.219
H (-0.66, -1.34, -2.96)  0.215
H (-2.08, -1.24, -0.41)  0.207
H (0.60, 2.27, 1.66)  0.221
H (0.63, 1.05, 3.02)  0.217
H (1.49, 1.02, -0.73)  0.204